Computed, not measured: the molecule C23H27N3O3, with ωB97M-V/def2-TZVPD.

* energy relative to the best compared isomer or geometry (same formula, charge and spin): 43.1 kcal/mol
* molecular weight: 393.49 g/mol

ORCA input file:
```
! RIJCOSX wB97M-V def2-TZVPD def2/J DEFGRID3
* xyz 0 1
O 3.77 0.24 1.08
O 0.83 3.16 -4.12
O -0.62 -0.01 0.84
N 3.81 1.99 -0.32
N 1.76 0.71 -1.84
N -0.16 -2.19 1.18
C -3.65 -5.36 2.65
C 1.01 4.13 -5.12
C -1.34 -2.50 1.94
C -4.01 -5.86 3.89
C -2.07 -3.90 3.74
C 0.13 -0.95 0.71
C 1.48 -0.88 0.01
C 0.25 3.53 -2.94
C -2.43 -4.40 4.97
C -1.05 -2.86 3.41
C -3.40 -5.39 5.04
C -0.62 2.83 -0.81
C -2.12 -3.70 1.36
C 0.43 1.08 -2.28
C 0.01 2.51 -2.00
C 3.25 0.87 0.18
C -2.68 -4.38 2.58
C -0.97 4.14 -0.51
C 3.32 2.60 -1.53
C 2.85 1.45 -2.43
C -0.11 4.84 -2.64
C -0.70 5.14 -1.42
C 1.88 0.54 -0.39
H -0.85 2.04 -0.11
H 1.20 1.24 0.13
H -1.45 4.37 0.43
H -0.27 0.41 -1.79
H 4.72 2.25 0.05
H -4.12 -5.73 1.75
H 0.54 -2.92 1.10
H 0.39 0.90 -3.36
H 1.45 -1.51 -0.88
H -1.43 -4.38 0.84
H 2.49 3.28 -1.31
H 4.12 3.17 -2.00
H -0.04 -3.28 3.50
H 3.69 0.77 -2.58
H -0.97 6.16 -1.20
H 0.06 4.58 -5.42
H -1.97 -1.60 1.90
H -2.89 -3.40 0.66
H 1.70 4.91 -4.80
H -4.77 -6.63 3.96
H -3.70 -5.78 6.00
H -1.10 -1.99 4.07
H 2.53 1.83 -3.40
H 0.07 5.64 -3.34
H 2.24 -1.27 0.69
H -1.96 -4.03 5.87
H 1.43 3.60 -5.97
*
```